Entry from OMol25: 2 unconnected molecules or ions with the total composition C2H6N3S at a distorted geometry (ωB97M-V/def2-TZVPD).

Spin multiplicity: 1
Gap between HOMO and LUMO, eV: 9.1
Charge: +1

Element x y z (Å)
C 2.68 -0.27 0.24
C -1.46 0.09 -0.60
N 3.29 -1.19 0.56
N -1.14 -1.12 -0.33
N -1.60 1.12 0.44
S 1.69 0.87 -0.07
H -1.86 0.46 -1.56
H 4.13 -1.88 0.59
H -0.85 -1.84 -1.07
H -2.64 1.21 0.44
H -0.98 1.97 0.09
H -1.25 0.57 1.26


Entry from OMol25: a molecular structure, C12H16N3PtS at a distorted geometry (ωB97M-V/def2-TZVPD).

Spin multiplicity: 3
Gap between HOMO and LUMO (alpha / beta), eV: 5.8 / 6.7
Charge: +1

Element x y z (Å)
Pt 0.10 0.22 0.06
S -4.33 1.06 -0.45
C -3.43 1.52 -1.96
C -2.07 1.57 -1.81
C -1.67 1.13 -0.54
C -2.79 0.80 0.25
C -2.50 -0.19 1.29
C -3.35 -1.07 2.00
C -2.88 -2.13 2.74
C -1.51 -2.28 2.89
C -0.70 -1.43 2.15
N -1.17 -0.50 1.31
H -4.03 1.82 -2.81
H -1.36 1.95 -2.51
H -4.41 -0.97 1.79
H -3.68 -2.73 3.26
H -0.98 -3.10 3.49
H 0.37 -1.48 2.27
N 1.92 -0.83 0.20
C 3.29 -0.16 0.18
C 3.70 0.30 -1.22
C 2.77 1.27 -1.90
N 1.23 1.21 -1.55
H 1.98 -1.21 1.20
H 1.98 -1.61 -0.42
H 3.94 -0.83 0.71
H 3.08 0.70 0.83
H 4.14 -0.46 -1.85
H 4.62 0.82 -0.97
H 2.80 1.00 -2.96
H 3.16 2.31 -1.81
H 0.80 1.08 -2.49
H 1.00 2.22 -1.37


Entry from OMol25: 2 unconnected molecules or ions with the total composition C3H11N2O at a distorted geometry (ωB97M-V/def2-TZVPD).

Spin multiplicity: 1
Gap between HOMO and LUMO, eV: 9.5
Charge: +1

Element x y z (Å)
C -2.63 -0.35 -0.54
C -0.73 1.23 0.49
C -1.27 -0.01 -0.16
N 3.21 -0.05 0.25
N -0.37 -0.94 -0.37
O 2.00 0.40 -0.33
H -2.71 -1.48 -0.80
H -3.36 -0.12 0.22
H -2.96 0.18 -1.49
H -1.49 1.96 0.72
H -0.21 0.86 1.41
H 0.19 1.57 -0.15
H 3.55 -0.86 -0.22
H 3.89 0.74 0.32
H -0.75 -1.94 -0.52
H 3.07 -0.34 1.26
H 0.60 -0.85 -0.09


Entry from OMol25: a single C29H47BN3O5PS2 molecule at a distorted geometry (ωB97M-V/def2-TZVPD).

Spin multiplicity: 1
Gap between HOMO and LUMO, eV: 7.6
SMILES string: CCCOc1c(CSCC)c(OC[C@H](C)CC(C)C)cc2c1Nc1c(cc(CCCOC)c(P(N)O)c1B(N)O)S2

Element x y z (Å)
C -5.82 -0.11 0.09
C -4.90 0.50 1.28
C -3.38 0.59 0.74
O -2.40 0.25 1.78
C -1.13 0.71 1.32
C -0.69 2.13 1.85
C -1.60 3.00 2.86
S -2.03 2.02 4.41
C -3.19 3.11 5.42
C -3.73 4.39 4.59
C 0.68 2.72 1.43
O 1.08 3.99 1.95
C 2.27 3.79 2.79
C 1.97 2.99 4.15
C 2.75 3.58 5.44
C 2.20 1.40 4.08
C 3.71 0.92 4.29
C 3.66 -0.71 4.28
C 4.69 1.31 3.05
C 1.61 1.95 0.46
C 1.14 0.55 -0.02
C -0.20 -0.11 0.36
N -0.69 -1.44 -0.03
C -0.26 -1.89 -1.35
C 1.09 -1.50 -2.05
C 1.55 -2.00 -3.43
C 0.66 -2.99 -4.24
C 1.19 -3.53 -5.65
C 1.13 -2.32 -6.70
C 2.62 -1.82 -7.09
O 3.08 -0.74 -6.22
C 3.26 0.48 -6.96
C -0.69 -3.41 -3.60
P -1.83 -4.63 -4.52
N -0.95 -6.18 -4.47
O -1.99 -4.05 -6.13
C -1.16 -2.88 -2.18
B -2.58 -3.48 -1.66
N -2.55 -4.66 -0.70
O -3.87 -2.98 -2.04
S 2.28 -0.37 -1.15
H -6.88 0.29 0.24
H -5.43 0.14 -0.95
H -5.86 -1.25 0.23
H -5.20 1.56 1.59
H -4.95 -0.26 2.14
H -3.13 1.65 0.36
H -3.32 -0.10 -0.17
H -1.04 3.93 3.25
H -2.52 3.38 2.30
H -2.70 3.53 6.36
H -4.09 2.46 5.74
H -4.48 4.94 5.27
H -2.84 5.10 4.43
H -4.26 4.09 3.62
H 3.14 3.38 2.18
H 2.58 4.86 3.10
H 0.84 3.15 4.38
H 2.63 2.81 6.28
H 3.85 3.72 5.14
H 2.26 4.58 5.71
H 1.80 0.90 3.14
H 1.59 0.95 4.96
H 4.19 1.25 5.27
H 2.66 -1.11 4.71
H 3.63 -1.01 3.16
H 4.57 -1.19 4.77
H 4.92 2.43 3.15
H 4.05 1.19 2.10
H 5.63 0.65 3.02
H 2.62 2.38 0.13
H -1.71 -1.39 0.08
H 2.55 -1.66 -3.85
H 0.59 -4.46 -5.95
H 2.27 -3.90 -5.47
H 0.50 -2.56 -7.61
H 0.64 -1.43 -6.15
H 2.65 -1.43 -8.16
H 3.40 -2.66 -7.02
H 3.79 1.31 -6.37
H 2.21 0.91 -7.21
H 3.90 0.32 -7.91
H -1.34 -6.76 -3.71
H 0.01 -5.94 -4.12
H -1.78 -4.76 -6.79
H -1.56 -4.94 -0.57
H -2.86 -4.28 0.21
H -4.55 -3.31 -1.42


Entry from OMol25: a molecular structure, C70H79GeHgN3O4S2 (ωB97M-V/def2-TZVPD).

Spin multiplicity: 1
Gap between HOMO and LUMO, eV: 5.5
Charge: -2

Element x y z (Å)
Hg 0.95 -1.23 2.06
C 4.04 -1.02 0.34
O 2.70 -0.62 0.07
C 2.50 0.37 -0.86
C 3.00 1.66 -0.66
C 3.60 2.12 0.66
C 2.65 3.02 1.40
C 2.84 4.40 1.39
C 1.97 5.28 2.04
C 0.91 4.69 2.73
C 0.70 3.32 2.76
C -0.50 2.74 3.46
C -1.60 2.42 2.45
C -2.17 3.43 1.70
C -3.08 3.18 0.68
C -3.40 1.85 0.42
C -2.85 0.80 1.15
C -3.09 -0.63 0.69
C -2.44 -0.82 -0.66
C -3.16 -0.58 -1.83
C -2.57 -0.61 -3.09
C -1.20 -0.86 -3.12
C -0.45 -1.10 -1.99
C 1.05 -1.28 -2.11
C 1.76 0.06 -1.98
C 1.62 1.03 -2.97
C 2.15 2.30 -2.85
C 2.84 2.59 -1.67
C 1.96 3.39 -3.91
C 1.33 2.83 -5.19
C 3.31 4.02 -4.28
C 1.04 4.48 -3.34
C -1.07 -1.12 -0.71
O -0.42 -1.48 0.36
C -3.34 -0.32 -4.38
C -4.84 -0.19 -4.13
C -3.11 -1.45 -5.39
C -2.83 1.00 -4.98
C -1.98 1.11 2.19
O -1.47 0.10 2.98
C -2.29 -0.17 4.11
C -3.64 4.34 -0.15
C -2.48 5.01 -0.90
C -4.31 5.36 0.76
C -4.66 3.86 -1.18
C 1.55 2.43 2.06
O 1.36 1.16 2.02
C 2.16 6.79 1.93
C 1.65 7.26 0.56
C 1.38 7.54 3.01
C 3.64 7.18 2.06
H 4.75 -0.40 -0.21
H 4.16 -2.06 0.03
H 4.23 -0.95 1.41
H 4.53 2.67 0.46
H 3.84 1.26 1.29
H 3.69 4.79 0.84
H 0.21 5.31 3.28
H -0.87 3.46 4.20
H -0.23 1.82 3.97
H -1.83 4.45 1.88
H -4.06 1.60 -0.41
H -4.17 -0.81 0.59
H -2.68 -1.33 1.42
H -4.22 -0.37 -1.73
H -0.68 -0.87 -4.08
H 1.26 -1.72 -3.09
H 1.41 -1.96 -1.34
H 1.03 0.76 -3.85
H 3.20 3.60 -1.49
H 1.90 1.99 -5.58
H 1.30 3.62 -5.95
H 0.30 2.49 -5.02
H 4.00 3.25 -4.65
H 3.78 4.50 -3.42
H 3.17 4.77 -5.05
H 0.07 4.05 -3.07
H 0.87 5.27 -4.08
H 1.46 4.92 -2.44
H -5.25 -1.09 -3.67
H -5.35 -0.03 -5.09
H -5.07 0.66 -3.48
H -3.44 -2.41 -4.98
H -2.06 -1.54 -5.67
H -3.68 -1.26 -6.31
H -3.01 1.83 -4.29
H -3.34 1.22 -5.93
H -1.76 0.95 -5.17
H -2.66 0.76 4.54
H -1.68 -0.69 4.84
H -3.15 -0.80 3.83
H -1.72 5.38 -0.20
H -2.84 5.85 -1.50
H -1.98 4.30 -1.57
H -3.60 5.79 1.48
H -5.12 4.90 1.33
H -4.73 6.18 0.17
H -4.22 3.18 -1.91
H -5.05 4.73 -1.73
H -5.50 3.36 -0.71
H 0.58 7.04 0.45
H 2.17 6.74 -0.24
H 1.79 8.34 0.43
H 0.30 7.42 2.89
H 1.60 8.61 2.96
H 1.65 7.19 4.01
H 4.22 6.82 1.21
H 4.07 6.76 2.97
H 3.74 8.27 2.09
C 4.12 -4.24 2.28
Ge 2.29 -3.95 1.51
C 1.51 -5.73 2.11
C 1.67 -6.91 1.38
C 1.15 -8.13 1.83
C 0.44 -8.19 3.02
C 0.27 -7.03 3.77
C 0.79 -5.82 3.31
C 2.68 -4.51 -0.41
C 3.96 -4.58 -0.89
C 4.26 -4.75 -2.26
C 3.26 -4.82 -3.19
C 1.91 -4.76 -2.77
C 0.84 -4.80 -3.70
C -0.46 -4.70 -3.29
C -0.75 -4.59 -1.91
C 0.25 -4.56 -0.99
C 1.62 -4.62 -1.39
H 4.51 -5.22 2.00
H 4.02 -4.21 3.37
H 4.84 -3.47 2.00
H 2.21 -6.89 0.44
H 1.30 -9.02 1.24
H 0.02 -9.13 3.37
H -0.28 -7.06 4.71
H 0.66 -4.93 3.92
H 4.79 -4.51 -0.19
H 5.30 -4.79 -2.58
H 3.48 -4.92 -4.24
H 1.08 -4.88 -4.76
H -1.26 -4.69 -4.02
H -1.79 -4.50 -1.59
H 0.03 -4.47 0.06
N -3.12 -7.47 3.25
C -3.11 -6.53 4.20
S -3.83 -6.76 5.67
C -2.38 -5.28 3.81
C -2.26 -4.92 2.47
C -1.49 -3.81 2.14
N -0.83 -3.11 3.05
C -0.97 -3.43 4.33
C -1.75 -4.50 4.76
H -3.49 -8.37 3.51
H -2.43 -7.44 2.52
H -2.76 -5.46 1.68
H -1.35 -3.48 1.11
H -0.37 -2.86 5.04
H -1.82 -4.75 5.81
S 2.47 -1.84 6.79
C 2.03 -1.51 5.23
N 1.69 -1.29 4.14


Entry from OMol25: a molecular structure, C27H20DyN4PS3 (ωB97M-V/def2-TZVPD).

Spin multiplicity: 6
Gap between HOMO and LUMO (alpha / beta), eV: 7.1 / 7.1

Element x y z (Å)
Dy 0.02 -0.88 0.44
S 2.56 -0.23 0.23
C 1.83 1.33 -0.07
S 0.28 1.72 0.65
C 2.43 2.24 -0.90
C 1.80 3.47 -1.23
N 1.27 4.45 -1.53
C 3.68 1.98 -1.52
N 4.70 1.77 -2.02
C -7.05 1.23 1.25
C -5.93 1.86 1.76
C -4.66 1.44 1.36
C -4.53 0.39 0.45
C -5.67 -0.23 -0.06
C -6.93 0.19 0.34
P -2.87 -0.11 -0.07
C -2.81 0.19 -1.86
C -3.42 -0.56 -2.87
C -3.29 -0.20 -4.19
C -2.56 0.93 -4.54
C -1.96 1.70 -3.56
C -2.08 1.33 -2.22
C -2.92 -1.90 0.34
C -3.17 -3.02 -0.46
C -3.23 -4.28 0.10
C -3.08 -4.47 1.47
C -2.83 -3.38 2.28
C -2.74 -2.11 1.72
H -8.04 1.56 1.56
H -6.02 2.67 2.46
H -3.78 1.93 1.74
H -5.58 -1.04 -0.76
H -7.81 -0.30 -0.05
H -4.01 -1.43 -2.63
H -3.76 -0.79 -4.96
H -2.45 1.21 -5.58
H -1.39 2.58 -3.81
H -1.58 1.92 -1.47
H -3.26 -2.91 -1.53
H -3.41 -5.13 -0.55
H -3.15 -5.46 1.89
H -2.70 -3.50 3.35
H -2.55 -1.26 2.37
C 0.25 -7.20 -1.16
C 0.23 -5.85 -0.52
C 0.40 -5.69 0.86
C 0.37 -4.40 1.34
N 0.19 -3.36 0.53
C 0.06 -3.60 -0.80
S -0.14 -2.22 -1.85
N 0.05 -4.82 -1.33
H 0.21 -8.01 -0.43
H 1.17 -7.31 -1.74
H -0.58 -7.29 -1.85
H 0.55 -6.53 1.52
H 0.48 -4.18 2.40


Entry from OMol25: a molecular structure, C16H20KN3S3Sb (ωB97M-V/def2-TZVPD).

Spin multiplicity: 2
Gap between HOMO and LUMO (alpha / beta), eV: 5.1 / 5.8
Charge: -2

Element x y z (Å)
K -2.08 -0.06 0.16
C -1.73 0.54 -3.03
N -0.75 -0.26 -2.30
C -0.84 -1.66 -2.65
C 0.59 0.26 -2.30
C 1.19 0.64 -3.49
C 2.47 1.17 -3.54
C 3.15 1.34 -2.34
C 2.58 0.96 -1.14
C 1.28 0.40 -1.06
N 0.65 0.10 0.11
C 1.30 -0.33 1.21
C 2.57 -0.97 1.23
C 3.13 -1.49 2.38
C 2.47 -1.39 3.60
C 1.23 -0.76 3.63
C 0.64 -0.25 2.48
N -0.66 0.35 2.53
C -0.66 1.79 2.49
C -1.61 -0.20 3.47
H -1.63 0.45 -4.13
H -1.61 1.59 -2.76
H -2.74 0.23 -2.78
H -0.58 -1.85 -3.70
H -1.86 -2.02 -2.48
H -0.15 -2.23 -2.02
H 0.63 0.51 -4.41
H 2.91 1.46 -4.48
H 4.15 1.78 -2.34
H 3.12 1.13 -0.22
H 3.08 -1.11 0.29
H 4.08 -2.00 2.32
H 2.90 -1.80 4.51
H 0.69 -0.68 4.57
H -0.31 2.23 3.45
H -1.67 2.16 2.29
H 0.00 2.13 1.69
H -1.49 0.18 4.50
H -1.52 -1.29 3.49
H -2.62 0.04 3.14
S -5.44 -0.67 -2.77
Sb -5.59 -0.27 -0.49
S -4.58 -1.97 0.76
S -4.67 1.79 0.13


Number 1: calculated total energy -641.932746 Eh. Number 2: calculated total energy -1148.293761 Eh. Number 3: calculated total energy -305.323205 Eh. Number 4: calculated total energy -2835.937104 Eh. Number 5: calculated total energy -6206.896805 Eh. Number 6: calculated total energy -3680.948859 Eh. Number 7: calculated total energy -2820.818419 Eh.